The following is a quantum chemistry calculation of 15 unconnected molecules or ions with the total composition C30H90O23 at a distorted geometry, from the Open Molecules 2025 dataset.

Computed properties:
Net charge: 0
Frontier orbital gap: 0.3678 Eh
Relative energy (zero: lowest compared OMol25 entry of this formula, charge and spin): 408.44 kJ/mol

Last column: Mulliken charge in e.
Element x y z (Å)
C: 4.12 -1.97 1.19  -0.708
C: 5.31 -1.34 1.80  -0.291
O: 6.13 -2.35 2.36  -0.514
H: 4.35 -2.59 0.32  0.315
H: 3.38 -1.23 0.91  0.201
H: 3.61 -2.56 1.96  0.206
H: 4.94 -0.73 2.61  0.225
H: 5.79 -0.64 1.11  0.261
H: 6.76 -2.62 1.69  0.308
C: 1.97 -2.50 -6.85  -1.039
C: 1.87 -2.82 -5.34  -0.192
O: 0.95 -3.81 -5.09  -0.517
H: 2.18 -3.41 -7.42  0.293
H: 2.67 -1.68 -7.02  0.335
H: 0.98 -2.18 -7.15  0.239
H: 1.69 -2.01 -4.64  0.300
H: 2.86 -3.23 -5.16  0.290
H: 1.16 -4.08 -4.20  0.294
C: -3.14 -0.45 -5.77  -0.966
C: -4.37 -0.65 -4.93  -0.179
O: -5.39 0.12 -5.49  -0.530
H: -2.78 0.54 -5.51  0.234
H: -3.36 -0.49 -6.84  0.304
H: -2.41 -1.24 -5.56  0.300
H: -4.24 -0.60 -3.85  0.283
H: -4.73 -1.67 -5.08  0.266
H: -6.15 0.13 -4.91  0.289
C: -0.75 -0.43 -0.16  -1.138
C: -0.13 0.88 -0.47  0.002
O: -0.41 1.77 0.66  -0.450
H: -1.82 -0.40 -0.35  0.283
H: -0.56 -0.80 0.85  0.262
H: -0.41 -1.22 -0.83  0.364
H: -0.64 1.27 -1.35  0.203
H: 0.92 0.78 -0.74  0.245
H: -0.04 2.65 0.66  0.223
C: -3.56 -6.00 -1.82  -0.864
C: -4.09 -5.13 -0.68  -0.185
O: -5.45 -5.36 -0.63  -0.537
H: -4.16 -5.84 -2.72  0.273
H: -3.64 -7.03 -1.50  0.287
H: -2.54 -5.63 -1.95  0.257
H: -3.93 -4.08 -0.91  0.251
H: -3.67 -5.31 0.31  0.210
H: -5.88 -4.74 -1.22  0.312
C: 2.74 4.31 -7.20  -0.986
C: 1.41 3.96 -6.57  -0.289
O: 1.59 3.39 -5.26  -0.447
H: 3.25 3.35 -7.18  0.247
H: 3.23 5.15 -6.70  0.266
H: 2.56 4.52 -8.25  0.341
H: 0.91 3.16 -7.12  0.253
H: 0.74 4.82 -6.58  0.370
H: 0.95 3.88 -4.73  0.259
C: -5.26 1.92 -0.32  -1.013
C: -4.77 2.79 -1.45  -0.123
O: -4.46 4.07 -0.85  -0.488
H: -5.49 0.88 -0.56  0.325
H: -6.21 2.29 0.08  0.326
H: -4.57 1.89 0.53  0.246
H: -5.50 3.03 -2.22  0.298
H: -3.91 2.37 -1.98  0.164
H: -5.26 4.59 -0.92  0.279
C: -0.13 -7.42 4.10  -0.458
C: 0.83 -6.34 3.52  -0.426
O: 0.20 -5.57 2.53  -0.389
O: 0.42 -8.17 5.17  -0.521
H: -0.47 -8.07 3.30  0.303
H: -1.10 -7.00 4.35  0.329
H: 1.75 -6.78 3.12  0.379
H: 1.11 -5.67 4.34  0.260
H: -0.62 -5.26 2.94  0.216
H: 1.30 -8.44 4.92  0.310
C: -3.56 4.29 4.39  -0.071
C: -3.78 3.99 5.90  -0.489
O: -3.13 5.01 6.71  -0.524
O: -4.35 5.30 3.88  -0.541
H: -3.78 3.39 3.81  0.236
H: -2.51 4.50 4.20  0.223
H: -3.46 2.98 6.16  0.272
H: -4.85 3.94 6.09  0.292
H: -3.77 5.56 7.16  0.305
H: -4.32 5.18 2.93  0.300
C: 5.40 6.50 2.50  -0.368
C: 5.18 4.95 2.32  -0.457
O: 4.38 4.62 3.41  -0.514
O: 4.21 7.16 2.24  -0.487
H: 6.09 6.87 1.74  0.359
H: 5.77 6.81 3.48  0.283
H: 6.18 4.54 2.51  0.300
H: 4.76 4.56 1.39  0.304
H: 3.50 4.90 3.16  0.310
H: 4.37 8.10 2.17  0.282
C: -4.37 -3.27 4.71  -0.268
C: -5.51 -2.63 3.96  -0.418
O: -5.61 -1.25 4.26  -0.512
O: -3.17 -2.87 4.10  -0.417
H: -4.49 -4.34 4.59  0.272
H: -4.30 -2.96 5.75  0.264
H: -6.46 -3.11 4.21  0.355
H: -5.44 -2.79 2.89  0.175
H: -6.12 -1.10 5.06  0.298
H: -2.99 -1.93 4.16  0.244
C: 2.47 -6.61 -1.46  -0.347
C: 1.81 -7.89 -1.26  -0.332
O: 2.63 -8.94 -1.81  -0.513
O: 1.63 -5.49 -1.25  -0.366
H: 2.78 -6.56 -2.51  0.282
H: 3.37 -6.56 -0.85  0.273
H: 0.84 -7.78 -1.74  0.257
H: 1.57 -7.98 -0.20  0.210
H: 3.20 -9.24 -1.09  0.311
H: 1.42 -5.56 -0.31  0.218
C: -0.39 6.57 0.18  -0.564
C: -0.46 6.71 -1.35  -0.301
O: -0.80 5.46 -2.02  -0.444
O: 0.77 5.90 0.62  -0.427
H: -1.22 6.05 0.65  0.297
H: -0.44 7.54 0.68  0.364
H: 0.43 7.18 -1.76  0.299
H: -1.23 7.46 -1.53  0.274
H: -1.46 5.05 -1.46  0.243
H: 1.38 6.51 1.04  0.237
C: 0.68 0.17 5.04  -0.062
C: 0.59 -0.79 6.25  -0.439
O: 1.77 -0.87 7.04  -0.547
O: -0.53 0.22 4.36  -0.454
H: 1.36 -0.24 4.29  0.158
H: 0.89 1.20 5.31  0.265
H: 0.36 -1.82 5.99  0.236
H: -0.28 -0.48 6.84  0.298
H: 2.41 -1.44 6.61  0.311
H: -0.38 0.87 3.67  0.236
C: 5.43 4.17 -2.77  -0.308
C: 4.96 2.76 -2.42  -0.236
O: 4.74 1.98 -3.57  -0.506
O: 6.75 4.01 -3.31  -0.525
H: 5.35 4.80 -1.88  0.281
H: 4.76 4.61 -3.50  0.210
H: 4.04 2.85 -1.86  0.178
H: 5.66 2.27 -1.74  0.284
H: 3.97 2.44 -3.92  0.294
H: 6.66 3.61 -4.18  0.312

=====

The following is a quantum chemistry calculation of 2 unconnected molecules or ions with the total composition CH6NS at a distorted geometry, from the Open Molecules 2025 dataset.

Computed properties:
Net charge: -1
Frontier orbital gap: 0.2459 Eh
Relative energy (zero: lowest compared OMol25 entry of this formula, charge and spin): 45.52 kJ/mol

Last column: Mulliken charge in e.
Element x y z (Å)
N: -2.32 -0.14 1.07  -0.802
H: -2.70 0.23 0.25  0.225
H: -1.54 0.53 1.26  0.268
H: -1.79 -0.95 0.87  0.283
C: 0.41 0.79 -1.07  -0.554
S: 1.20 -0.41 0.02  -0.765
H: 0.75 1.82 -0.90  0.198
H: -0.62 0.92 -0.75  -0.009
H: 0.52 0.29 -2.07  0.156

=====

The following is a quantum chemistry calculation of a single C18H24FN3O4 molecule at a distorted geometry, from the Open Molecules 2025 dataset.

Computed properties:
Net charge: 0
Frontier orbital gap: 0.2717 Eh
Relative energy (zero: lowest compared OMol25 entry of this formula, charge and spin): 755.44 kJ/mol

Last column: Mulliken charge in e.
Element x y z (Å)
O: 0.67 -3.34 -2.56  -0.548
F: 5.78 -6.61 -4.73  -0.283
O: -1.77 3.18 4.07  -0.639
O: -2.26 3.70 0.49  -0.404
O: -2.57 6.38 1.25  -0.390
C: 1.82 -3.21 -2.16  0.182
C: -1.97 2.98 2.73  0.675
C: -2.05 3.96 1.74  0.272
C: 4.56 -5.94 -2.69  -0.432
C: 4.18 -4.89 -4.85  -0.405
C: 3.62 -5.07 -2.14  -0.345
C: 3.26 -3.94 -4.20  -0.277
C: 4.90 -5.85 -4.11  0.257
C: 2.90 -3.99 -2.86  0.329
N: 1.97 -2.50 -0.95  -0.084
N: -1.98 1.57 2.61  -0.133
N: -0.58 -0.55 1.14  0.187
C: -2.08 5.36 2.27  -0.539
C: -2.60 4.74 -0.52  -0.440
C: -3.31 5.84 0.20  -0.359
C: 1.14 -1.41 -0.45  -1.090
C: -0.91 0.74 3.19  -1.431
C: -2.69 0.78 1.56  -0.926
C: 0.00 -1.76 0.53  -0.760
C: 0.09 0.19 2.18  -0.497
C: -1.76 0.20 0.45  -0.470
H: -1.88 2.26 4.46  0.411
H: 5.04 -6.68 -2.00  0.330
H: 4.25 -4.85 -5.90  0.428
H: 3.56 -5.19 -1.06  0.298
H: 2.73 -3.33 -5.00  0.277
H: 2.82 -2.62 -0.38  0.267
H: -2.67 5.34 3.13  0.389
H: -1.09 5.61 2.41  0.288
H: -3.32 4.22 -1.28  0.263
H: -1.71 5.00 -1.10  0.283
H: -4.34 5.46 0.56  0.258
H: -3.37 6.65 -0.61  0.310
H: 1.74 -0.64 -0.03  0.736
H: 0.80 -0.82 -1.23  0.409
H: -1.44 0.06 3.71  0.451
H: -0.31 1.31 3.83  0.701
H: -3.20 -0.01 2.00  0.432
H: -3.44 1.38 0.94  0.302
H: -0.75 -2.33 -0.03  0.270
H: 0.45 -2.44 1.28  0.256
H: 0.92 -0.46 2.68  0.333
H: 0.55 1.11 1.77  0.270
H: -2.31 -0.56 -0.05  0.445
H: -1.41 1.01 -0.29  0.139

=====

The following is a quantum chemistry calculation of a molecular structure, C10H23F3O9P2S2Ta at a distorted geometry, from the Open Molecules 2025 dataset.

Computed properties:
Net charge: -1
Frontier orbital gap: 0.2388 Eh

Last column: Mulliken charge in e.
Element x y z (Å)
C: 2.44 1.30 2.00  -1.219
S: 1.83 -0.39 2.08  1.161
O: 2.98 -1.30 2.20  -0.646
O: 0.97 -0.41 3.26  -0.707
Ta: 0.61 -1.22 -0.07  0.134
C: -1.14 -1.61 1.30  -1.428
C: -2.20 -0.50 1.51  -0.929
C: -1.68 0.93 1.70  0.084
C: -2.69 1.73 2.53  -0.885
S: -2.61 3.43 2.09  1.158
O: -3.37 3.68 0.90  -0.629
O: -1.24 3.87 2.12  -0.615
O: -3.39 4.07 3.33  -0.472
C: 2.59 -0.88 -1.17  -1.425
C: 2.93 0.55 -1.64  -0.127
C: 2.20 0.95 -2.88  0.096
F: 0.86 0.78 -2.95  -0.168
C: 2.78 1.39 -3.99  0.267
F: 2.34 1.21 -5.21  -0.249
F: 3.92 2.05 -4.00  -0.239
C: -0.40 -1.99 -1.95  -0.773
P: -2.08 -1.50 -2.22  0.791
O: -3.09 -2.30 -1.52  -0.710
O: -2.22 0.06 -1.93  -0.442
O: -2.34 -1.64 -3.82  -0.582
P: 1.36 -3.74 0.41  0.384
O: 2.81 -3.90 0.03  -0.684
H: 2.15 1.80 2.92  0.452
H: 1.94 1.81 1.18  0.230
H: 3.52 1.29 1.89  0.407
H: 0.07 0.47 -0.50  -0.233
H: -0.83 -1.96 2.29  0.672
H: -1.65 -2.45 0.82  0.653
H: -2.74 -0.76 2.42  0.520
H: -2.95 -0.52 0.72  0.320
H: -1.64 1.40 0.72  0.314
H: -0.69 0.96 2.13  0.083
H: -3.70 1.40 2.25  0.434
H: -2.57 1.63 3.60  0.437
H: -3.58 4.99 3.10  0.369
H: 3.38 -1.18 -0.48  0.679
H: 2.64 -1.56 -2.02  0.614
H: 2.80 1.28 -0.83  0.051
H: 3.98 0.60 -1.92  0.393
H: -0.33 -3.07 -2.00  0.562
H: 0.19 -1.58 -2.77  0.279
H: -2.05 0.62 -2.70  0.300
H: -1.80 -1.02 -4.34  0.328
H: 1.09 -4.11 1.76  0.003
H: 0.59 -4.63 -0.38  -0.015

=====

The following is a quantum chemistry calculation of 13 unconnected molecules or ions with the total composition H26O13 at a distorted geometry, from the Open Molecules 2025 dataset.

Computed properties:
Net charge: 0
Frontier orbital gap: 0.2571 Eh
Relative energy (zero: lowest compared OMol25 entry of this formula, charge and spin): 598.33 kJ/mol

Last column: Mulliken charge in e.
Element x y z (Å)
H: -0.61 -1.63 -0.23  0.258
H: -0.17 -0.26 -0.70  0.256
H: -1.40 4.77 -0.08  0.303
H: -1.15 3.80 -1.23  0.333
H: 0.07 1.91 -3.00  0.333
H: -0.42 2.39 -1.64  0.130
H: -1.30 -0.99 4.99  0.346
H: -0.33 -1.62 4.00  0.231
H: 3.33 1.40 1.59  0.297
H: 3.80 2.55 0.72  0.298
H: 2.15 -2.28 -1.41  0.275
H: 2.92 -2.34 -2.72  0.320
H: -0.32 1.05 0.58  0.287
H: 0.51 0.72 1.81  0.197
H: 2.55 -1.32 2.18  0.336
H: 1.66 -0.32 2.89  0.237
H: -3.35 -0.92 0.43  0.288
H: -4.62 -1.45 -0.22  0.296
H: -1.74 -0.26 1.71  0.346
H: -1.33 -1.54 2.43  0.175
H: -2.29 -1.42 -2.67  0.317
H: -3.54 -0.80 -3.26  0.301
H: 0.83 4.43 0.48  0.327
H: 0.71 3.34 -0.58  0.305
H: 2.73 -6.18 -0.66  0.319
H: 2.51 -4.73 -1.09  0.317
O: -0.69 -1.03 -0.97  -0.472
O: -1.10 4.74 -1.00  -0.555
O: -0.63 2.42 -2.58  -0.583
O: -0.76 -1.77 4.85  -0.589
O: 3.08 2.28 1.29  -0.565
O: 2.04 -2.47 -2.35  -0.606
O: 0.59 0.98 0.88  -0.536
O: 2.58 -0.53 2.72  -0.587
O: -3.86 -0.89 -0.39  -0.569
O: -1.52 -1.19 1.55  -0.506
O: -2.69 -1.19 -3.51  -0.634
O: 0.69 4.30 -0.47  -0.606
O: 2.12 -5.44 -0.56  -0.621

=====

The following is a quantum chemistry calculation of 2 unconnected molecules or ions with the total composition C17H29N4O10 at a distorted geometry, from the Open Molecules 2025 dataset.

Computed properties:
Net charge: -1
Frontier orbital gap: 0.2870 Eh

Last column: Mulliken charge in e.
Element x y z (Å)
O: -3.61 -3.57 -0.49  -0.703
O: -2.74 5.30 -1.56  -0.695
O: 3.12 2.61 -2.04  -0.788
O: -0.28 6.83 1.42  -0.679
O: 2.12 0.71 -1.49  -0.710
O: 2.70 -4.03 0.36  -0.531
O: -3.81 -7.29 1.76  -0.587
O: 0.32 -3.64 -1.37  -0.540
O: -1.22 -1.82 1.38  -0.658
O: 0.30 -0.55 -0.36  -0.652
C: -2.94 -4.54 -0.19  0.346
C: -1.60 5.47 -1.16  0.652
C: 2.16 1.96 -1.58  0.440
C: 0.57 5.99 1.15  0.049
N: 1.86 6.18 1.48  -0.040
N: -3.66 -5.62 0.24  -0.197
N: -1.55 -4.57 -0.25  0.211
N: -1.12 4.65 -0.22  -0.032
C: -0.76 6.57 -1.76  -0.910
C: 2.38 7.36 2.17  -0.961
C: 2.68 -3.27 -0.86  -0.882
C: 0.94 2.72 -1.05  -0.596
C: -0.82 -5.78 0.13  -0.218
C: -3.00 -6.81 0.71  0.391
C: -0.83 -3.34 -0.56  -0.412
C: -1.60 -6.51 1.23  -0.962
C: 1.31 -2.63 -1.12  0.027
C: -0.27 -2.65 0.69  -0.301
C: 0.83 -1.80 0.08  -0.036
C: 1.31 4.07 -0.42  -0.687
C: 0.19 4.65 0.48  0.262
H: 3.57 -4.44 0.49  0.301
H: -4.70 -7.50 1.42  0.324
H: -1.32 -1.02 0.83  0.392
H: 1.02 -0.04 -0.85  0.446
H: 2.52 5.46 1.21  0.223
H: -4.52 -5.35 0.68  0.285
H: -1.78 3.94 0.06  0.256
H: 0.18 6.17 -2.13  0.287
H: -0.59 7.35 -1.02  0.214
H: -1.31 7.00 -2.60  0.328
H: 3.42 7.54 1.87  0.341
H: 1.78 8.24 1.91  0.329
H: 2.34 7.21 3.25  0.280
H: 2.94 -3.91 -1.71  0.375
H: 3.43 -2.48 -0.80  0.432
H: 0.44 2.12 -0.28  0.309
H: 0.23 2.89 -1.86  0.290
H: -0.70 -6.43 -0.74  0.252
H: 0.18 -5.53 0.51  0.197
H: -2.94 -7.55 -0.10  0.149
H: -1.47 -2.64 -1.10  0.523
H: -1.09 -7.44 1.50  0.381
H: -1.66 -5.89 2.12  0.289
H: 1.40 -1.98 -2.00  0.489
H: 0.15 -3.39 1.38  0.409
H: 1.64 -1.63 0.81  0.425
H: 2.18 3.91 0.21  0.324
H: 1.58 4.78 -1.20  0.093
H: 0.09 3.95 1.31  0.454

=====

Asked for E_HOMO across the records above, the calculation gives -9.875; -2.172; -6.772; -5.200; -8.149; -5.552 eV in order.